Formula: C2H7NS
Source: OMol25
Level of theory: ωB97M-V/def2-TZVPD

Structure (XYZ):
```
11
Properties=species:S:1:pos:R:3:mulliken_charge:R:1
C 0.93152 0.38162 -0.48845 -0.43
C -0.13714 0.17010 0.56875 -0.65
S -1.57952 -0.68414 -0.13478 -0.23
N 2.21744 0.81560 0.08212 -0.55
H 0.54714 1.09532 -1.21436 0.26
H 1.15313 -0.59525 -0.94082 0.30
H -0.48380 1.17149 0.87202 0.38
H 0.39340 -0.23308 1.44173 0.36
H -1.91188 -0.41749 1.59902 0.15
H 3.09018 0.47872 -0.28917 0.22
H 2.18473 0.63164 1.07974 0.18
```

Summary:
M = 77.2 g mol⁻¹
Energy above the lowest of the compared OMol25 structures with the same formula, charge and spin = 49.4 kcal per mole
Charge = 0
Spin multiplicity = 1
Max |F| = 5.21 eV/A
Calculated total energy = -533.2517 hartree